Entry 1
A 2-piece molecular cluster, C2H8N2 overall. Source: the Open Molecules 2025 dataset; level of theory: ωB97M-V/def2-TZVPD.

Results
HOMO level   -9.44 eV
LUMO level   0.03540 hartree
SMILES   [H]/N=C/N.C

CARTESIAN COORDINATES (ANGSTROEM)
H -0.038 -1.244 1.322
H -0.175 -0.984 3.128
C 0.690 0.899 -1.812
H -0.295 2.580 -1.195
H -0.980 -2.413 2.156
H -0.166 1.141 0.011
N -0.239 1.542 -1.001
N 1.058 -0.307 -1.603
H -1.565 -0.692 1.974
H 0.908 1.467 -2.680
C -0.640 -1.310 2.139
H 1.442 -0.677 -2.440

Entry 2
A 2-piece molecular cluster, C2H8N2 overall. Source: the Open Molecules 2025 dataset; level of theory: ωB97M-V/def2-TZVPD.

Results
HOMO level   -9.52 eV
LUMO level   0.04149 hartree
SMILES   [H]/N=C/N.C

CARTESIAN COORDINATES (ANGSTROEM)
H 1.150 0.572 -0.521
H -8.049 -3.284 1.373
H 4.171 1.862 0.502
H -6.385 -3.045 1.173
N 4.190 1.290 -0.328
C 2.961 0.770 -0.656
H 2.986 -0.066 -1.351
C -7.344 -2.626 0.880
H 4.812 1.577 -1.061
H -7.458 -1.582 1.129
N 1.892 1.108 -0.071
H -7.498 -2.718 -0.189

entry 2 is favored, and the nearest alternative lies 0.0151 hartree above it.

Entry 1
A single C2H5NOS molecule. Source: the Open Molecules 2025 dataset; level of theory: ωB97M-V/def2-TZVPD.

Results
HOMO level   -8.43 eV
LUMO level   0.02437 hartree
SMILES   CONC=S

CARTESIAN COORDINATES (ANGSTROEM)
H -0.951 -0.919 1.722
H 2.478 -0.047 1.545
O 0.853 -0.815 0.819
H -2.160 0.002 0.062
S -0.441 0.514 -1.580
C 1.483 0.330 1.319
N -0.528 -0.573 0.838
H 1.015 0.596 2.316
H 1.403 1.151 0.549
C -1.126 -0.077 -0.206

Entry 2
A single C2H5NOS molecule. Source: the Open Molecules 2025 dataset; level of theory: ωB97M-V/def2-TZVPD.

Results
HOMO level   -9.14 eV
LUMO level   -0.00196 hartree
SMILES   NC(=O)CS

CARTESIAN COORDINATES (ANGSTROEM)
H -0.244 0.019 1.571
H -0.822 0.013 -1.518
S -0.458 1.681 0.539
H 0.923 2.490 0.310
O 0.542 -1.792 -0.917
H 0.706 0.870 -1.317
N -0.261 -0.974 1.023
C -0.036 0.527 -0.766
H -0.671 -2.051 1.207
C 0.323 -0.784 -0.132

entry 1 is favored, and the nearest alternative lies 0.0081 hartree above it.

Entry 1
A 2-piece molecular cluster, C5H12Si overall. Source: the Open Molecules 2025 dataset; level of theory: ωB97M-V/def2-TZVPD.

Results
HOMO level   -7.84 eV
LUMO level   0.00434 hartree

CARTESIAN COORDINATES (ANGSTROEM)
H -0.018 -2.341 -0.430
H 2.862 0.664 1.281
H -2.224 0.605 -2.542
H 0.523 -1.098 2.026
H 0.422 1.866 2.117
H -1.053 -2.486 -2.085
C 1.847 0.696 0.871
C 0.160 -0.139 2.343
C -1.554 0.835 -1.694
Si -1.776 -0.572 -0.385
H 1.865 1.448 0.124
H 1.811 -0.189 0.243
C -0.664 -1.821 -1.266
H -0.536 1.033 -2.144
H -1.876 1.862 -1.393
H -0.621 -0.073 3.013
C 0.716 0.853 1.734
H 0.116 -1.144 -1.814

Entry 2
A 2-piece molecular cluster, C5H12Si overall. Source: the Open Molecules 2025 dataset; level of theory: ωB97M-V/def2-TZVPD.

Results
HOMO level   -8.56 eV
LUMO level   0.02887 hartree

CARTESIAN COORDINATES (ANGSTROEM)
H 1.958 1.884 0.981
H 3.494 -0.293 -0.707
C 2.830 -0.616 0.095
C -3.207 -0.770 -0.039
H 0.559 1.984 -0.102
H 0.270 -1.686 -0.201
H -4.051 -0.560 0.616
C 1.551 1.555 0.025
C 0.361 -0.614 -0.163
H 2.740 -1.701 0.062
Si -1.948 0.644 -0.014
H -2.115 1.554 -1.148
H -1.867 1.334 1.268
H -3.598 -0.930 -1.043
H 2.206 1.935 -0.761
H 3.288 -0.333 1.043
C 1.482 0.057 -0.029
H -2.761 -1.708 0.290

entry 2 is favored, and the nearest alternative lies 0.0226 hartree above it.

Entry 1
A 2-piece molecular cluster, C3H7NO3 overall. Source: the Open Molecules 2025 dataset; level of theory: ωB97M-V/def2-TZVPD.

Results
HOMO level   -8.77 eV
LUMO level   0.02579 hartree
SMILES   O=C(O)/C=C\O.N

CARTESIAN COORDINATES (ANGSTROEM)
H 0.388 1.442 0.323
O 1.493 -0.291 -1.089
C 0.144 -0.457 -1.129
C -0.190 -0.898 1.261
H 0.539 2.670 -0.738
N 0.005 1.828 -0.554
O -0.923 -1.660 2.113
H -0.974 2.051 -0.415
H -1.317 -1.796 -0.351
H -0.282 -0.531 -2.128
O 0.534 -0.007 1.698
H -0.726 -1.368 3.015
C -0.501 -1.133 -0.119
H 1.811 0.150 -1.886

Entry 2
A 2-piece molecular cluster, C3H7NO3 overall. Source: the Open Molecules 2025 dataset; level of theory: ωB97M-V/def2-TZVPD.

Results
HOMO level   -9.67 eV
LUMO level   -0.05342 hartree

CARTESIAN COORDINATES (ANGSTROEM)
O 0.594 -1.181 1.366
H -0.019 -1.548 -1.215
H -1.403 1.259 0.625
H 1.501 -1.441 1.204
H 0.058 1.472 1.611
H -0.083 2.330 0.072
C -0.574 -0.626 -0.999
C 0.330 0.259 -0.105
H -0.769 -0.089 -1.932
C -0.325 1.405 0.595
O -1.772 -0.861 -0.372
O 2.513 -0.185 -0.681
H -1.564 -1.285 0.477
N 1.512 0.491 -0.647

Entry 3
C3H7NO3 as an isolated structure. Source: the Open Molecules 2025 dataset; level of theory: ωB97M-V/def2-TZVPD.

Results
HOMO level (alpha / beta)   -8.55 / -8.96 eV
LUMO level (alpha / beta)   -0.06006 / 0.00631 hartree

CARTESIAN COORDINATES (ANGSTROEM)
H 0.237 -0.019 1.604
N 2.584 -1.320 0.556
O 3.532 -0.793 0.228
H 0.920 -0.446 -1.197
H 0.486 -1.790 0.025
C -1.297 1.258 -0.631
O 1.045 0.077 0.862
H -0.621 2.004 -0.213
C -1.168 -0.063 0.115
H -1.722 -0.880 -0.379
C 0.649 -0.731 -0.185
H -1.101 1.139 -1.698
O -1.224 -0.061 1.409
H -2.319 1.624 -0.497

entry 1 is favored, and the nearest alternative lies 0.1532 hartree above it.

Entry 1
A single C3H7NO3 molecule. Source: the Open Molecules 2025 dataset; level of theory: ωB97M-V/def2-TZVPD.

Results
HOMO level   -9.56 eV
LUMO level   0.01464 hartree
SMILES   N[C@@H](CO)C(=O)O

CARTESIAN COORDINATES (ANGSTROEM)
C -1.030 -0.572 0.054
H -0.941 -1.040 1.090
O 2.185 0.972 0.745
H 0.254 0.730 -1.200
H 2.276 -0.764 -0.705
O -1.888 0.525 0.202
O 0.080 1.421 1.372
H 1.129 -1.124 -1.931
C 1.002 0.793 0.667
H -0.707 1.168 0.900
C 0.437 -0.053 -0.410
H -2.636 0.304 0.831
H -1.470 -1.358 -0.606
N 1.311 -1.001 -1.008

Entry 2
A 2-piece molecular cluster, C3H7NO3 overall. Source: the Open Molecules 2025 dataset; level of theory: ωB97M-V/def2-TZVPD.

Results
HOMO level (alpha / beta)   -8.26 / -8.26 eV
LUMO level (alpha / beta)   -0.00975 / -0.00986 hartree

CARTESIAN COORDINATES (ANGSTROEM)
N -0.382 -1.461 -0.142
O -1.046 -0.417 -0.923
H 2.882 1.102 0.978
C -1.816 0.346 -0.077
H 0.064 0.268 -1.602
H -2.733 -0.360 0.174
C 1.532 0.272 -0.308
C 2.321 0.187 0.717
H -2.149 1.288 -0.476
O -1.176 0.668 1.157
H -0.721 -0.189 1.196
O 1.158 0.562 -1.446
H 2.013 -0.347 1.582
H 0.052 -1.920 -0.831

entry 1 is favored, and the nearest alternative lies 0.2270 hartree above it.

Entry 1
A 2-piece molecular cluster, C3H7NO3 overall. Source: the Open Molecules 2025 dataset; level of theory: ωB97M-V/def2-TZVPD.

Results
HOMO level (alpha / beta)   -7.55 / -6.72 eV
LUMO level (alpha / beta)   0.01413 / 0.01327 hartree

CARTESIAN COORDINATES (ANGSTROEM)
C 0.661 1.230 -0.130
H -3.548 -0.144 0.778
H 1.028 1.452 0.876
H 2.221 -1.258 -0.884
H 2.351 -0.226 0.650
C 1.753 -0.946 0.046
O -1.374 -1.676 -0.352
C -0.583 -0.821 -0.259
O -2.320 1.026 0.013
H 1.261 1.527 -0.949
N 0.505 -0.220 -0.127
O -3.274 0.028 -0.123
H 1.539 -1.725 0.693
H -0.219 1.753 -0.232

Entry 2
C3H7NO3 as an isolated structure. Source: the Open Molecules 2025 dataset; level of theory: ωB97M-V/def2-TZVPD.

Results
HOMO level   -9.72 eV
LUMO level   0.00078 hartree

CARTESIAN COORDINATES (ANGSTROEM)
O -1.611 -2.435 1.019
H 1.783 0.525 -1.229
O -0.374 0.589 -0.851
C 0.716 0.874 -1.656
H 0.761 2.077 -1.299
H 0.469 0.694 -2.677
C -0.856 -1.517 1.209
O 1.015 -0.135 0.888
C -0.177 0.779 0.595
N 0.678 -1.616 0.462
H 0.232 -1.363 -0.507
H -1.135 0.278 1.114
H -1.438 -0.528 2.008
H -0.061 1.779 0.924

Entry 3
A single C3H7NO3 molecule. Source: the Open Molecules 2025 dataset; level of theory: ωB97M-V/def2-TZVPD.

Results
HOMO level   -9.99 eV
LUMO level   0.01736 hartree
SMILES   O=C(O)NCCO

CARTESIAN COORDINATES (ANGSTROEM)
H -0.479 1.427 1.127
C -1.862 0.896 -0.095
H 0.846 1.188 -0.338
H 0.177 -1.452 0.878
H 1.969 -2.252 -0.134
H -1.236 -0.215 -1.649
N -0.917 0.170 -0.778
H 1.229 -0.152 1.488
O 2.184 -1.421 0.300
C 0.963 -0.749 0.616
C 0.518 0.169 -0.539
O -1.428 1.531 1.011
H 1.048 -0.096 -1.451
O -3.013 0.956 -0.436

Entry 4
A single C3H7NO3 molecule. Source: the Open Molecules 2025 dataset; level of theory: ωB97M-V/def2-TZVPD.

Results
HOMO level   -9.28 eV
LUMO level   0.02765 hartree
SMILES   OO[C@H]1CCON1

CARTESIAN COORDINATES (ANGSTROEM)
N -0.080 0.674 1.088
O -2.727 0.410 -0.494
H 1.592 -1.755 -0.341
H -0.958 -1.202 1.189
O 1.041 1.343 0.401
C 1.143 -0.835 -0.075
C -0.499 -0.529 0.358
H 2.452 0.795 -0.949
H 1.709 -0.690 0.895
C 1.418 0.499 -0.620
H -3.439 -0.134 -0.199
H -0.774 1.380 0.893
O -1.633 -0.491 -0.639
H 0.755 0.534 -1.507

entry 3 is favored, and the nearest alternative lies 0.2314 hartree above it.